ORCA calculation (the ωB97M-V functional and the def2-TZVPD basis) on C2H7N5 in the gas phase at a distorted geometry.

Its SMILES is [H]/N=C\NN/C(N)=N\[H]. The energy relative to the best compared isomer or geometry (same formula, charge and spin) is 39.10 kcal/mol. As for the HOMO-LUMO gap: 9.7766 eV. The LUMO energy comes out at 0.7 eV. As for the multiplicity: 1.

Cartesian coordinates (Å):
1 C -0.8366 0.3985 0.7033
2 C 1.2503 -0.6142 -1.3423
3 H -0.7785 -1.7088 1.3877
4 H -2.3127 -0.7483 1.2193
5 H -1.0946 2.3450 0.7181
6 H 0.8423 1.4826 0.0221
7 H 2.0414 -0.6416 0.7062
8 H 2.0511 -1.2421 -1.7057
9 H -0.4141 0.2866 -1.7458
10 N -1.3378 -0.8905 0.8517
11 N -1.6176 1.4210 0.7794
12 N 0.5630 0.5848 0.4865
13 N 1.2426 -0.4859 0.1085
14 N 0.4012 -0.1871 -2.1891

Atom charges from the Mulliken analysis, given in e for atoms 1 to 2:
1. C 0.41
2. C -0.02

ORCA calculation (the ωB97M-V functional and the def2-TZVPD basis) on C2H7N5 in the gas phase at a distorted geometry.

The energy relative to the best compared isomer or geometry (same formula, charge and spin) is 121.15 kcal/mol. As for the HOMO-LUMO gap (alpha / beta): 8.7495 / 8.7507 eV. The LUMO energy (alpha / beta) comes out at 0.6 / 0.6 eV. As for the multiplicity: 1.

Cartesian coordinates (Å):
1 C 0.4643 0.0128 -2.0600
2 C 0.7740 -0.2488 -0.5914
3 N -0.0432 0.8659 2.3775
4 N 0.3940 1.1713 1.2625
5 N -1.1138 0.2339 2.5288
6 N -1.3631 -0.1176 0.5557
7 N -0.2137 0.4182 0.2511
8 H -0.3984 -0.5587 -2.4006
9 H 0.2410 1.0689 -2.1905
10 H 1.3240 -0.2430 -2.6729
11 H 0.7780 -1.3264 -0.3761
12 H 1.7439 0.1765 -0.3367
13 H -1.1831 -0.3416 3.3614
14 H -1.4038 -1.1114 0.2912

Atom charges from the Mulliken analysis, given in e for atoms 1 to 2:
1. C -1.05
2. C -0.47

ORCA calculation (the ωB97M-V functional and the def2-TZVPD basis) on C2H7N5 in the gas phase at a distorted geometry.

Its SMILES is [H]/N=C(/NN)NN=C. The energy relative to the best compared isomer or geometry (same formula, charge and spin) is 67.20 kcal/mol. As for the HOMO-LUMO gap: 10.1417 eV. The LUMO energy comes out at 0.9 eV. As for the multiplicity: 1.

Cartesian coordinates (Å):
1 C 0.9729 -0.0993 -0.0888
2 C -1.3869 1.5719 0.2614
3 H -1.6418 -1.6549 -0.9854
4 H -0.5116 -2.4808 -0.0069
5 H 0.8019 -1.4672 -1.4883
6 H 2.7641 0.5414 0.2607
7 H 1.2277 0.7106 1.6736
8 H -1.5404 0.8939 -0.6597
9 H -2.1335 2.4004 0.3419
10 N -0.9141 -1.5328 -0.2417
11 N 0.1875 -0.8666 -0.9547
12 N 2.2323 -0.0561 -0.3577
13 N 0.4133 0.4539 1.1497
14 N -0.4714 1.5855 1.0958

Atom charges from the Mulliken analysis, given in e for atoms 1 to 2:
1. C 0.37
2. C -0.16

ORCA calculation (the ωB97M-V functional and the def2-TZVPD basis) on C2H7N5S in the gas phase at a distorted geometry.

The energy relative to the best compared isomer or geometry (same formula, charge and spin) is 85.60 kcal/mol. As for the HOMO-LUMO gap (alpha / beta): 6.4552 / 6.4579 eV. The LUMO energy (alpha / beta) comes out at -1.0 / -1.0 eV. As for the multiplicity: 1.

Cartesian coordinates (Å):
1 C -0.0002 -0.3804 1.2095
2 C -1.2547 -1.0251 0.7368
3 N -1.0935 -1.2155 -0.6997
4 N 1.1164 -0.7000 0.6355
5 N -0.2198 -0.4487 -1.3587
6 N 2.2864 0.0825 0.7192
7 N -0.3343 0.8777 -1.2400
8 S -0.2803 0.5285 2.5795
9 H -1.5279 -2.0268 1.1157
10 H -2.1349 -0.3223 1.0536
11 H -0.7912 -2.1243 -1.1141
12 H 2.9376 -0.4902 1.3245
13 H 2.0861 1.0708 1.1359
14 H -0.8534 1.3833 -0.3804
15 H 0.4054 1.4111 -1.5948

Atom charges from the Mulliken analysis, given in e for atoms 1 to 2:
1. C 0.10
2. C -0.53

ORCA calculation (the ωB97M-V functional and the def2-TZVPD basis) on 2 unconnected molecules or ions with the total composition C2H7NO at a distorted geometry.

Its SMILES is CC=O.N. The energy relative to the best compared isomer or geometry (same formula, charge and spin) is 28.04 kcal/mol. As for the HOMO-LUMO gap: 10.7237 eV. The LUMO energy comes out at 0.7 eV. As for the multiplicity: 1.

Cartesian coordinates (Å):
1 N -3.6872 -1.3845 -0.1536
2 H -3.4855 -0.8042 0.6606
3 H -2.9532 -1.4106 -0.9206
4 H -4.5369 -0.9135 -0.6157
5 O 3.3150 -0.5532 0.5661
6 C 2.8283 0.3293 -0.0964
7 C 1.5650 0.9290 0.3016
8 H 3.1668 0.6650 -1.0702
9 H 1.3166 1.6148 -0.4191
10 H 0.7342 0.1788 0.3595
11 H 1.7368 1.3489 1.3877

Atom charges from the Mulliken analysis, given in e for atoms 1 to 2:
1. N -0.67
2. H 0.22

ORCA calculation (the ωB97M-V functional and the def2-TZVPD basis) on a molecular structure, C2H7NO at a distorted geometry.

The energy relative to the best compared isomer or geometry (same formula, charge and spin) is 61.10 kcal/mol. As for the HOMO-LUMO gap: 8.0810 eV. The LUMO energy comes out at 0.1 eV. As for the multiplicity: 1.

Cartesian coordinates (Å):
1 C 1.9583 -1.2916 0.1153
2 N 0.7381 -1.1984 -0.2721
3 H 2.5524 -0.3906 0.1926
4 H 2.5112 -2.2086 0.1852
5 H 0.2053 -2.0255 -0.4835
6 H 0.0852 -0.0496 -0.2042
7 C -1.6468 1.4041 0.1769
8 O -0.6771 0.8056 -0.6376
9 H -1.2946 2.3928 0.4206
10 H -2.4120 1.6875 -0.5379
11 H -2.0199 0.8744 1.0445

Atom charges from the Mulliken analysis, given in e for atoms 1 to 2:
1. C -0.19
2. N -0.27

ORCA calculation (the ωB97M-V functional and the def2-TZVPD basis) on 2 unconnected molecules or ions with the total composition C2H7NO at a distorted geometry.

Its SMILES is C=CN.O. The energy relative to the best compared isomer or geometry (same formula, charge and spin) is 23.85 kcal/mol. As for the HOMO-LUMO gap: 9.5574 eV. The LUMO energy comes out at 1.0 eV. As for the multiplicity: 1.

Cartesian coordinates (Å):
1 C -0.1065 1.4774 0.9181
2 C -0.4962 0.8430 -0.1617
3 N 0.2229 0.3560 -1.2372
4 H 0.9258 1.7622 1.0725
5 H -0.7902 1.6719 1.7803
6 H -1.4621 0.3721 -0.0752
7 H 1.2395 0.4932 -1.3644
8 H -0.2280 -0.0467 -1.9930
9 H 0.5570 -2.6086 0.9962
10 H 0.1005 -1.7338 -0.1584
11 O 0.0372 -2.5867 0.2229

Atom charges from the Mulliken analysis, given in e for atoms 1 to 2:
1. C -0.72
2. C 0.06

ORCA calculation (the ωB97M-V functional and the def2-TZVPD basis) on 2 unconnected molecules or ions with the total composition C2H7NO2 at a distorted geometry.

Its SMILES is CNC=O.O. The energy relative to the best compared isomer or geometry (same formula, charge and spin) is 26.56 kcal/mol. As for the HOMO-LUMO gap: 10.1926 eV. The LUMO energy comes out at 0.6 eV. As for the multiplicity: 1.

Cartesian coordinates (Å):
1 C -0.7344 1.0560 2.0364
2 N -0.7900 0.6193 0.7430
3 C -0.0259 1.1736 -0.3516
4 O -1.4914 0.6512 2.8985
5 H 0.0419 1.7892 2.2938
6 H -1.4253 -0.1189 0.5780
7 H 0.7705 1.8052 0.0209
8 H -0.6625 1.7406 -1.0482
9 H 0.2542 0.3655 -1.0363
10 H 1.9497 -3.4133 -2.4133
11 H 0.5873 -2.8075 -1.9506
12 O 1.5259 -2.8609 -1.7706

Atom charges from the Mulliken analysis, given in e for atoms 1 to 2:
1. C 0.12
2. N -0.14

ORCA calculation (the ωB97M-V functional and the def2-TZVPD basis) on 3 unconnected molecules or ions with the total composition C2H7NO2S at a distorted geometry.

The energy relative to the best compared isomer or geometry (same formula, charge and spin) is 91.43 kcal/mol. As for the HOMO-LUMO gap: 8.9337 eV. The LUMO energy comes out at 0.0 eV. As for the multiplicity: 1.

Cartesian coordinates (Å):
1 C -0.8016 1.5018 -2.0364
2 C 2.1551 -0.3724 -0.4810
3 N 0.9535 -0.0302 -0.4555
4 O -3.7489 -1.4857 0.8060
5 O -1.9877 -0.7721 -1.3657
6 S -1.0607 -0.0862 -2.2478
7 H -1.1178 2.1503 -1.3250
8 H -0.1308 1.8745 -2.7730
9 H 2.7003 -0.8840 0.3480
10 H 2.6297 -0.1683 -1.4366
11 H 0.4251 0.1790 0.3835
12 H -2.9824 -2.1307 1.0876
13 H -3.6269 -1.1277 -0.1143

Atom charges from the Mulliken analysis, given in e for atoms 1 to 2:
1. C -0.51
2. C -0.34

ORCA calculation (the ωB97M-V functional and the def2-TZVPD basis) on 3 unconnected molecules or ions with the total composition C2H7NO2S2 at a distorted geometry.

The energy relative to the best compared isomer or geometry (same formula, charge and spin) is 53.38 kcal/mol. As for the HOMO-LUMO gap (alpha / beta): 8.4886 / 8.4880 eV. The LUMO energy (alpha / beta) comes out at -0.9 / -0.9 eV. As for the multiplicity: 1.

Cartesian coordinates (Å):
1 C 1.0593 -0.1667 -0.5916
2 C -0.3777 -0.5498 -0.3702
3 N -0.5850 -1.8546 0.0143
4 O -1.1976 0.3316 -0.6495
5 O -3.3476 -1.6236 0.1684
6 S -4.1755 1.0252 0.5261
7 S -3.4870 -0.3372 -0.5768
8 H 1.2346 0.6566 -1.2048
9 H 1.6902 -1.1150 -0.8841
10 H 1.3314 0.0815 0.4615
11 H -1.8147 -2.7611 -1.6315
12 H 0.2042 -2.4309 0.3764
13 H -2.3593 -3.0062 -1.9885
14 H -1.5765 -2.0905 -0.0285

Atom charges from the Mulliken analysis, given in e for atoms 1 to 2:
1. C -1.11
2. C 0.97

What did the sixth record say?
ORCA calculation (the ωB97M-V functional and the def2-TZVPD basis) on a molecular structure, C2H7NO at a distorted geometry.

The energy relative to the best compared isomer or geometry (same formula, charge and spin) is 61.10 kcal/mol. As for the HOMO-LUMO gap: 8.0810 eV. The LUMO energy comes out at 0.1 eV. As for the multiplicity: 1.

Cartesian coordinates (Å):
1 C 1.9583 -1.2916 0.1153
2 N 0.7381 -1.1984 -0.2721
3 H 2.5524 -0.3906 0.1926
4 H 2.5112 -2.2086 0.1852
5 H 0.2053 -2.0255 -0.4835
6 H 0.0852 -0.0496 -0.2042
7 C -1.6468 1.4041 0.1769
8 O -0.6771 0.8056 -0.6376
9 H -1.2946 2.3928 0.4206
10 H -2.4120 1.6875 -0.5379
11 H -2.0199 0.8744 1.0445

Atom charges from the Mulliken analysis, given in e for atoms 1 to 2:
1. C -0.19
2. N -0.27

Repeat the third record exactly.
ORCA calculation (the ωB97M-V functional and the def2-TZVPD basis) on C2H7N5 in the gas phase at a distorted geometry.

Its SMILES is [H]/N=C(/NN)NN=C. The energy relative to the best compared isomer or geometry (same formula, charge and spin) is 67.20 kcal/mol. As for the HOMO-LUMO gap: 10.1417 eV. The LUMO energy comes out at 0.9 eV. As for the multiplicity: 1.

Cartesian coordinates (Å):
1 C 0.9729 -0.0993 -0.0888
2 C -1.3869 1.5719 0.2614
3 H -1.6418 -1.6549 -0.9854
4 H -0.5116 -2.4808 -0.0069
5 H 0.8019 -1.4672 -1.4883
6 H 2.7641 0.5414 0.2607
7 H 1.2277 0.7106 1.6736
8 H -1.5404 0.8939 -0.6597
9 H -2.1335 2.4004 0.3419
10 N -0.9141 -1.5328 -0.2417
11 N 0.1875 -0.8666 -0.9547
12 N 2.2323 -0.0561 -0.3577
13 N 0.4133 0.4539 1.1497
14 N -0.4714 1.5855 1.0958

Atom charges from the Mulliken analysis, given in e for atoms 1 to 2:
1. C 0.37
2. C -0.16